i) C51H57AsN4O5SiW | ωB97M-V with the def2-TZVPD basis set

The geometry in XYZ format:
```
120
Properties=species:S:1:pos:R:3
W 0.320 0.930 -0.762
C 1.104 5.223 -1.829
Si 0.230 3.732 -2.499
C 1.476 2.764 -3.483
C -1.237 4.121 -3.587
N -0.372 2.738 -1.024
C -1.055 3.510 -0.059
C -1.730 4.706 -0.311
C -2.320 5.398 0.730
C -2.243 4.912 2.031
C -1.604 3.712 2.300
C -1.049 3.024 1.237
O -0.446 1.779 1.327
C -0.485 1.215 2.636
C 0.549 1.512 3.496
C 0.469 1.043 4.799
C -0.644 0.324 5.212
C -1.684 0.070 4.328
C -1.615 0.524 3.019
H 1.346 5.855 -2.690
H 2.048 4.937 -1.362
H 0.538 5.827 -1.123
H 1.735 3.445 -4.302
H 1.137 1.834 -3.931
H 2.401 2.578 -2.935
H -0.879 4.203 -4.617
H -1.722 5.067 -3.347
H -2.001 3.343 -3.552
H -1.797 5.100 -1.313
H -2.841 6.324 0.528
H -2.698 5.461 2.844
H -1.565 3.321 3.306
H 1.391 2.105 3.162
H 1.270 1.254 5.494
H -0.709 -0.025 6.234
H -2.559 -0.475 4.659
H -2.429 0.364 2.323
O 7.055 3.167 1.271
C 6.087 3.198 0.592
O 5.645 3.815 -0.490
C 4.734 2.760 0.261
C 3.538 3.346 0.869
C 2.317 2.846 0.637
N 2.094 1.702 -0.120
C 3.220 1.138 -0.698
C 4.477 1.566 -0.544
C 2.859 -0.005 -1.566
O 3.476 -0.966 -1.858
O 1.531 0.194 -2.013
H 3.640 4.221 1.495
H 1.445 3.312 1.068
H 5.287 1.050 -1.042
C -2.628 -1.186 -4.859
C -2.496 0.323 -4.604
C -3.856 0.933 -4.231
C -1.872 1.026 -5.820
C -1.592 0.515 -3.457
N -0.888 0.651 -2.566
H -3.252 -1.322 -5.743
H -3.105 -1.691 -4.020
H -1.659 -1.645 -5.052
H -4.547 0.747 -5.053
H -3.787 2.010 -4.082
H -4.261 0.474 -3.328
H -2.540 0.884 -6.669
H -0.902 0.597 -6.074
H -1.758 2.095 -5.652
C 0.167 -7.315 -1.335
C 0.434 -5.874 -1.013
C 1.307 -5.507 -0.001
C 1.552 -4.179 0.333
C 2.658 -3.935 1.328
C 0.836 -3.182 -0.357
As 0.787 -1.400 0.438
N -0.787 -0.524 -0.103
C -2.194 -0.717 -0.142
C -3.032 0.398 -0.204
C -4.407 0.233 -0.258
C -4.960 -1.040 -0.264
C -4.126 -2.148 -0.226
C -2.748 -1.994 -0.167
C 1.001 -1.671 2.336
C 2.201 -1.203 2.887
C 3.193 -0.372 2.116
C 2.515 -1.561 4.190
C 1.680 -2.367 4.956
C 2.050 -2.765 6.355
C 0.501 -2.820 4.376
C 0.145 -2.504 3.069
C -1.128 -3.082 2.525
C 0.095 -3.516 -1.504
C -0.390 -2.514 -2.512
C -0.116 -4.857 -1.786
H 0.672 -7.979 -0.636
H 0.512 -7.554 -2.342
H -0.902 -7.527 -1.298
H 1.850 -6.278 0.535
H 3.437 -4.675 1.151
H 2.329 -4.040 2.363
H 3.125 -2.961 1.208
H -2.625 1.399 -0.193
H -5.048 1.106 -0.288
H -6.034 -1.168 -0.299
H -4.546 -3.145 -0.244
H -2.110 -2.866 -0.166
H 3.447 -0.808 1.146
H 4.125 -0.280 2.669
H 2.814 0.636 1.934
H 3.451 -1.213 4.612
H 2.843 -2.135 6.753
H 2.402 -3.799 6.377
H 1.188 -2.704 7.020
H -0.162 -3.458 4.950
H -1.465 -3.907 3.150
H -0.991 -3.477 1.520
H -1.925 -2.335 2.496
H 0.288 -1.670 -2.588
H -1.397 -2.148 -2.304
H -0.413 -2.997 -3.489
H -0.694 -5.114 -2.667
```

As for the HOMO energy: -12.88 eV. Its net charge is +2.

=====

ii) C51H57AsN4O5SiW | ωB97M-V with the def2-TZVPD basis set

The geometry in XYZ format:
```
120
Properties=species:S:1:pos:R:3
W -1.101 -0.207 0.407
C 1.542 -2.454 3.537
Si 1.786 -1.328 2.064
C 2.187 -2.561 0.719
C 3.223 -0.148 2.188
N 0.236 -0.304 1.905
C -0.106 0.377 3.105
C 0.646 0.405 4.285
C 0.211 1.113 5.394
C -0.985 1.814 5.369
C -1.736 1.847 4.205
C -1.257 1.151 3.115
O -1.892 1.164 1.862
C -3.120 1.904 1.727
C -4.301 1.197 1.685
C -5.479 1.921 1.546
C -5.445 3.306 1.470
C -4.235 3.985 1.542
C -3.048 3.280 1.673
H 2.317 -3.223 3.480
H 0.582 -2.972 3.434
H 1.582 -2.022 4.533
H 3.263 -2.711 0.857
H 2.039 -2.293 -0.321
H 1.723 -3.528 0.909
H 4.139 -0.743 2.173
H 3.248 0.463 3.089
H 3.268 0.522 1.328
H 1.583 -0.118 4.357
H 0.820 1.111 6.287
H -1.329 2.349 6.243
H -2.659 2.404 4.150
H -4.304 0.117 1.744
H -6.424 1.397 1.500
H -6.366 3.862 1.362
H -4.213 5.065 1.495
H -2.096 3.789 1.749
O -3.957 4.321 -4.659
C -3.179 3.576 -4.180
O -2.072 2.930 -4.529
C -2.659 2.775 -3.077
C -1.840 3.344 -2.012
C -1.462 2.610 -0.962
N -1.816 1.270 -0.782
C -2.760 0.780 -1.704
C -3.189 1.446 -2.779
C -3.345 -0.526 -1.304
O -4.091 -1.213 -1.922
O -2.882 -0.852 -0.061
H -1.521 4.375 -2.078
H -0.851 3.042 -0.192
H -3.946 0.994 -3.408
C -2.726 -4.314 4.088
C -2.880 -2.797 4.261
C -2.043 -2.282 5.440
C -4.356 -2.405 4.417
C -2.378 -2.136 3.042
N -2.014 -1.575 2.113
H -3.080 -4.801 4.996
H -1.682 -4.595 3.940
H -3.318 -4.681 3.250
H -2.414 -2.747 6.354
H -2.129 -1.199 5.545
H -0.991 -2.542 5.326
H -4.745 -2.885 5.315
H -4.950 -2.740 3.567
H -4.470 -1.326 4.530
C 5.379 4.674 -0.743
C 4.246 3.747 -1.071
C 4.046 3.277 -2.362
C 3.015 2.406 -2.689
C 2.882 2.021 -4.145
C 2.141 1.966 -1.676
As 0.838 0.671 -2.374
N 0.259 -0.623 -0.846
C -0.431 -1.814 -1.248
C -0.697 -2.777 -0.264
C -1.506 -3.881 -0.557
C -1.973 -4.060 -1.833
C -1.688 -3.111 -2.832
C -0.959 -1.988 -2.548
C 1.999 -0.602 -3.241
C 1.603 -1.044 -4.514
C 0.447 -0.474 -5.302
C 2.359 -2.024 -5.152
C 3.494 -2.566 -4.573
C 4.289 -3.637 -5.261
C 3.899 -2.071 -3.334
C 3.194 -1.085 -2.665
C 3.802 -0.528 -1.404
C 2.249 2.528 -0.398
C 1.259 2.358 0.720
C 3.313 3.379 -0.113
H 6.191 4.576 -1.462
H 5.774 4.477 0.253
H 5.041 5.712 -0.765
H 4.715 3.601 -3.152
H 3.261 2.835 -4.760
H 1.845 1.859 -4.456
H 3.446 1.120 -4.394
H -0.213 -2.717 0.698
H -1.715 -4.607 0.217
H -2.564 -4.932 -2.078
H -2.086 -3.250 -3.828
H -0.820 -1.233 -3.304
H -0.167 0.249 -4.764
H -0.208 -1.269 -5.663
H 0.827 0.040 -6.187
H 2.054 -2.359 -6.137
H 3.923 -3.821 -6.269
H 4.233 -4.573 -4.702
H 5.341 -3.360 -5.323
H 4.811 -2.453 -2.889
H 4.483 -1.255 -0.964
H 3.062 -0.253 -0.655
H 4.377 0.374 -1.626
H 0.485 1.630 0.458
H 0.778 3.309 0.952
H 1.722 1.991 1.634
H 3.397 3.787 0.890
```

As for the HOMO energy: -13.00 eV. Its net charge is +2.

=====

Tell me which of them is the most stable. Sure, it is i).

=====

i) C17H26GeN3O7STa | ωB97M-V with the def2-TZVPD basis set

The geometry in XYZ format:
```
56
Properties=species:S:1:pos:R:3
Ta 0.292 -0.159 -1.209
O 1.216 1.508 1.718
C 0.026 1.280 2.231
O -1.014 1.763 1.847
C 0.079 0.286 3.387
O 0.259 -1.035 2.912
C 1.589 -1.450 2.693
C 2.176 -1.256 1.288
O 3.370 -1.440 1.146
O 1.339 -0.944 0.358
H 1.164 1.661 0.698
H 0.891 0.565 4.069
H -0.873 0.311 3.913
H 2.274 -0.979 3.404
H 1.614 -2.529 2.873
O -1.200 -1.575 -0.300
N -0.751 -2.784 -0.017
C -1.191 -3.354 1.120
C -0.804 -4.622 1.468
C 0.067 -5.308 0.620
C 0.529 -4.695 -0.520
C 0.140 -3.389 -0.854
S 0.733 -2.523 -2.204
H -1.839 -2.715 1.699
H -1.166 -5.055 2.388
H 0.393 -6.309 0.869
H 1.227 -5.185 -1.183
N -1.859 3.274 -2.105
C -2.812 3.545 -3.053
C -3.995 3.496 -2.395
N -3.800 3.188 -1.069
C -2.496 3.055 -0.921
H -0.894 3.040 -2.275
H -2.560 3.741 -4.080
H -4.981 3.670 -2.795
H -1.974 2.787 -0.013
C -2.015 -0.149 -3.344
O -1.004 0.321 -2.494
H -2.982 0.242 -3.022
H -2.042 -1.241 -3.328
H -1.822 0.191 -4.365
C 4.298 0.192 -1.774
Ge 3.348 1.735 -1.021
C 3.833 3.321 -2.098
C 4.110 2.060 0.766
C 1.432 1.503 -1.143
H 5.380 0.350 -1.757
H 3.981 0.028 -2.806
H 4.065 -0.695 -1.184
H 4.912 3.491 -2.075
H 3.337 4.211 -1.705
H 3.526 3.190 -3.138
H 5.174 2.279 0.650
H 3.999 1.178 1.396
H 3.624 2.904 1.257
H 1.021 2.369 -1.682
```

As for the HOMO energy (spin up / spin down): -3.65 / -4.37 eV. Its net charge is -1. As for the spin multiplicity: 2. Its expectation value of S² is 0.7557.

=====

ii) C17H26GeN3O7STa | ωB97M-V with the def2-TZVPD basis set

The geometry in XYZ format:
```
56
Properties=species:S:1:pos:R:3
Ta 0.413 -0.194 0.305
O -4.233 -0.365 -0.394
C -3.337 -0.786 0.519
O -3.301 -0.367 1.644
C -2.457 -1.892 -0.025
O -1.169 -1.856 0.540
C -0.940 -2.569 1.767
C 0.572 -2.570 2.029
O 0.917 -2.824 3.179
O -0.029 0.620 1.795
H -4.735 0.348 0.029
H -2.934 -2.853 0.194
H -2.345 -1.782 -1.102
H -1.441 -2.056 2.588
H -1.314 -3.593 1.672
O -1.259 0.666 -0.785
N -1.284 1.000 -2.074
C -1.952 2.126 -2.401
C -2.064 2.519 -3.704
C -1.460 1.726 -4.688
C -0.773 0.597 -4.332
C -0.657 0.197 -2.983
S 0.195 -1.169 -2.439
H -2.353 2.672 -1.559
H -2.594 3.429 -3.943
H -1.525 2.010 -5.731
H -0.288 -0.022 -5.072
N -2.147 2.504 1.582
C -3.327 3.161 1.799
C -3.169 4.396 1.232
N -1.928 4.496 0.638
C -1.358 3.332 0.876
H -1.894 1.553 1.843
H -4.131 2.726 2.367
H -3.873 5.213 1.213
H -0.361 3.030 0.593
C 1.943 2.063 -1.048
O 1.986 0.856 -0.358
H 0.959 2.274 -1.500
H 2.675 2.081 -1.868
H 2.173 2.915 -0.392
C 3.980 -3.962 1.921
Ge 3.336 -2.234 1.230
C 4.209 -1.856 -0.486
C 3.784 -0.816 2.498
C 1.425 -2.219 0.918
H 5.054 -3.949 2.116
H 3.770 -4.758 1.204
H 3.453 -4.183 2.850
H 5.291 -1.777 -0.368
H 3.815 -0.909 -0.858
H 4.001 -2.637 -1.221
H 4.859 -0.769 2.682
H 3.265 -0.987 3.440
H 3.450 0.136 2.084
H 1.106 -2.692 -0.018
```

As for the HOMO energy (spin up / spin down): -2.30 / -5.37 eV. Its net charge is -1. As for the spin multiplicity: 2. Its expectation value of S² is 0.7533.

=====

Tell me which of them is the most stable. Sure, it is ii).

=====

i) ClH2NO | ωB97M-V with the def2-TZVPD basis set

The geometry in XYZ format:
```
5
Properties=species:S:1:pos:R:3
N -0.260 0.612 0.356
O -0.349 -0.028 -0.877
Cl 0.365 -1.604 -1.139
H 0.589 1.146 0.617
H -0.345 -0.127 1.043
```

As for the HOMO energy: -10.15 eV. As for the structure (SMILES): NOCl. Its net charge is 0.

=====

ii) ClH2NO | ωB97M-V with the def2-TZVPD basis set

The geometry in XYZ format:
```
5
Properties=species:S:1:pos:R:3
N -0.339 -0.236 -0.664
O -0.270 -0.542 0.638
Cl 0.874 0.373 1.649
H 0.599 -0.193 -0.928
H -0.864 0.598 -0.695
```

As for the HOMO energy: -10.33 eV. As for the structure (SMILES): NOCl. Its net charge is 0.

=====

Tell me which of them is the most stable. Sure, it is ii).

=====

i) Br2ClHNP | ωB97M-V with the def2-TZVPD basis set

The geometry in XYZ format:
```
6
Properties=species:S:1:pos:R:3
N 0.883 0.726 -0.953
P -0.141 0.097 0.046
Cl -0.305 -2.862 0.271
Br -1.872 0.921 -0.759
Br -0.425 0.597 2.232
H 1.861 0.522 -0.837
```

As for the HOMO energy (spin up / spin down): -10.31 / -10.28 eV. Its net charge is 0.

=====

ii) Br2ClHNP | ωB97M-V with the def2-TZVPD basis set

The geometry in XYZ format:
```
6
Properties=species:S:1:pos:R:3
N 0.304 -1.546 -0.041
P 0.907 -0.407 -0.916
Cl -0.803 1.117 2.426
Br -0.953 2.649 0.271
Br -0.296 -0.300 -2.629
H 0.841 -1.513 0.889
```

As for the HOMO energy (spin up / spin down): -9.78 / -9.78 eV. As for the structure (SMILES): [H]/N=P/Br.ClBr. Its net charge is 0.

=====

Tell me which of them is the most stable. Sure, it is i).